1.
C38H39F18O21Zr as an isolated structure in a non-equilibrium geometry, computed with wB97M-V/def2-TZVPD.

Last column: Löwdin charge in e.
Positions of all 117 atoms, in Å:
Zr1 -0.087 0.521 -0.829  2.0353
C1 1.529 4.632 -1.085  0.0156
C2 0.878 3.335 -0.820  -0.2818
C3 0.822 2.921 0.698  -0.2623
O1 0.384 1.744 0.834  -0.1633
C4 1.062 3.965 1.683  0.0030
C5 1.534 5.156 1.319  -0.3364
C6 1.845 5.519 -0.082  -0.3726
O2 2.345 6.651 -0.415  0.0111
O3 1.743 6.047 2.293  -0.0405
O4 0.440 2.413 -1.544  -0.1740
H1 1.806 4.914 -2.090  0.1006
H2 0.921 3.634 2.701  0.1131
C7 -0.787 -2.418 2.368  -0.0165
C8 -0.303 -1.493 1.359  -0.2738
C9 1.270 -1.477 1.085  -0.2390
O5 1.534 -0.615 0.163  -0.1810
C10 2.136 -2.445 1.772  -0.0111
C11 1.533 -3.399 2.592  -0.3515
C12 0.032 -3.400 2.833  -0.3803
O6 -0.617 -4.413 3.224  0.0067
O7 2.313 -4.191 3.247  -0.0148
O8 -0.975 -0.708 0.642  -0.1759
H3 -1.837 -2.539 2.593  0.1058
H4 3.212 -2.452 1.675  0.1071
C13 -2.703 2.255 -3.415  -0.0776
C14 -2.410 0.749 -3.514  -0.3618
O9 -1.333 0.432 -2.645  -0.4222
H5 -3.539 2.416 -4.096  0.0647
H6 -1.851 2.829 -3.781  0.0589
H7 -3.000 2.555 -2.410  0.0561
H8 -2.247 0.502 -4.562  0.0944
H9 -3.260 0.157 -3.173  0.0845
C15 5.714 -0.094 2.465  -0.0404
C16 4.615 0.554 1.597  -0.1389
O10 5.095 1.480 0.578  0.0519
C17 4.446 1.836 -0.476  -0.3536
O11 3.303 1.441 -0.775  0.1026
C18 5.200 2.843 -1.376  -0.5557
F1 5.451 2.320 -2.597  0.1637
F2 4.409 3.817 -1.481  0.2541
F3 6.320 3.139 -0.631  0.1320
H10 6.457 0.556 2.927  0.0761
H11 6.270 -0.814 1.865  0.0733
H12 5.264 -0.679 3.266  0.0712
H13 3.905 1.131 2.191  0.1219
H14 3.966 -0.139 1.061  0.1020
C19 0.788 2.479 -5.402  -0.0565
C20 2.101 2.614 -4.598  -0.1481
O12 2.723 1.317 -4.489  0.0154
C21 2.483 0.317 -3.557  -0.1746
O13 1.467 0.322 -2.763  -0.0169
C22 3.498 -0.840 -3.434  -0.5657
F4 4.414 -0.669 -4.411  0.1556
F5 4.179 -0.754 -2.313  0.1984
F6 2.866 -1.995 -3.464  0.1964
H15 0.209 3.403 -5.388  0.0771
H16 0.030 1.787 -5.034  0.0631
H17 0.922 2.264 -6.462  0.0724
H18 1.799 2.989 -3.620  0.1039
H19 2.724 3.295 -5.178  0.1284
C23 1.989 0.029 4.338  -0.0430
C24 0.696 -0.483 4.984  -0.1890
O14 -0.054 0.634 5.417  0.0038
C25 -0.941 1.238 4.549  -0.2388
O15 -0.957 0.916 3.311  0.1020
C26 -1.838 2.300 5.117  -0.5643
F7 -1.559 3.370 4.542  0.2671
F8 -3.124 1.920 4.769  0.1242
F9 -1.674 2.460 6.476  0.1419
H20 2.651 -0.827 4.211  0.0686
H21 2.526 0.750 4.954  0.0893
H22 1.823 0.332 3.304  0.0626
H23 1.003 -1.014 5.885  0.1262
H24 -0.002 -1.132 4.455  0.1096
C27 -5.132 0.260 2.817  -0.0334
C28 -4.000 0.354 1.768  -0.1761
O16 -3.758 1.734 1.560  0.0491
C29 -2.775 2.199 0.826  -0.2206
O17 -2.034 1.530 0.016  -0.0267
C30 -2.774 3.799 0.807  -0.4286
F10 -2.121 4.255 1.882  0.1638
F11 -1.956 4.146 -0.236  0.1464
F12 -4.045 4.336 0.825  0.1403
H25 -5.224 -0.813 2.986  0.0744
H26 -6.012 0.743 2.392  0.0826
H27 -4.902 0.643 3.811  0.0630
H28 -4.307 -0.036 0.797  0.1208
H29 -3.121 -0.157 2.161  0.1138
C31 2.492 -4.202 -0.983  -0.0514
C32 1.059 -4.672 -0.957  -0.2737
O18 0.357 -4.473 -2.093  0.0198
C33 -0.150 -3.188 -2.450  -0.1653
O19 0.163 -2.107 -1.852  0.0695
C34 -0.851 -3.208 -3.808  -0.5407
F13 -2.023 -2.613 -3.826  0.1962
F14 0.016 -2.687 -4.736  0.1505
F15 -1.122 -4.466 -4.134  0.1660
H30 2.885 -4.851 -1.766  0.0792
H31 3.045 -4.441 -0.074  0.0843
H32 2.692 -3.160 -1.232  0.0660
H33 0.697 -4.132 -0.082  0.1109
H34 0.925 -5.725 -0.706  0.1412
C35 -3.279 -4.877 0.583  -0.0489
C36 -4.045 -3.664 0.830  -0.2540
O20 -4.952 -3.414 -0.241  0.0181
C37 -4.664 -2.408 -1.114  -0.3492
O21 -3.741 -1.680 -1.011  0.1692
C38 -5.675 -2.359 -2.325  -0.5399
F16 -5.012 -2.431 -3.454  0.1837
F17 -6.594 -3.302 -2.214  0.1825
F18 -6.258 -1.126 -2.402  0.1314
H35 -2.687 -4.613 -0.294  0.0869
H36 -3.985 -5.680 0.369  0.0889
H37 -2.663 -5.176 1.430  0.0889
H38 -3.372 -2.816 0.954  0.0991
H39 -4.642 -3.728 1.740  0.1324

## Properties
Net charge: -1
ΔE to the lowest compared entry with this formula, charge and spin: 0.00 kcal per mole
Orbital gap: 6.8 eV

2.
C38H39F2FeN7O as an isolated structure in a non-equilibrium geometry, computed with wB97M-V/def2-TZVPD.

Last column: Löwdin charge in e.
Positions of all 88 atoms, in Å:
Fe1 -0.004 -0.475 -0.515  0.4963
F1 -2.797 0.716 4.254  0.0480
C1 -2.669 0.830 2.914  -0.2789
C2 -1.427 0.715 2.353  -0.0139
C3 -1.247 0.877 0.968  -0.2293
C4 -2.385 1.239 0.169  -0.0641
C5 -3.599 1.387 0.832  -0.2123
F2 -4.709 1.739 0.129  0.0384
C6 -3.785 1.197 2.181  0.0429
C7 -2.193 1.341 -1.251  -0.1797
C8 -3.029 2.064 -2.120  -0.0216
C9 -2.786 2.076 -3.470  -0.0864
C10 -1.704 1.347 -3.960  -0.0641
C11 -0.924 0.659 -3.054  -0.1057
N1 -1.127 0.645 -1.738  0.0789
H1 -0.571 0.526 2.983  0.1283
H2 -4.755 1.324 2.639  0.1154
H3 -3.858 2.620 -1.710  0.1011
H4 -3.420 2.639 -4.145  0.0936
H5 -1.477 1.311 -5.017  0.0913
H6 -0.082 0.080 -3.400  0.1077
O1 -0.132 -1.855 -1.914  -0.1506
C12 0.738 -2.544 -2.545  -0.3670
C13 0.371 -3.742 -3.201  -0.0281
C14 1.297 -4.526 -3.858  -0.1262
C15 2.642 -4.154 -3.884  -0.1477
C16 3.030 -2.976 -3.276  -0.0598
C17 2.109 -2.144 -2.633  -0.0885
C18 2.457 -0.837 -2.153  -0.2496
N2 1.595 0.113 -1.778  0.0722
C19 2.319 1.284 -1.760  -0.1395
C20 3.625 1.040 -2.012  -0.1071
N3 3.713 -0.311 -2.291  0.1033
H7 -0.670 -4.038 -3.158  0.1110
H8 0.981 -5.441 -4.348  0.0838
H9 3.372 -4.770 -4.398  0.0732
H10 4.071 -2.674 -3.323  0.0920
H11 1.842 2.216 -1.535  0.0690
H12 4.478 1.696 -2.057  0.0889
H13 4.535 -0.870 -2.143  0.1389
C21 -3.109 -1.669 -1.632  -0.0487
C22 -2.670 -2.056 -0.250  -0.3613
C23 -3.383 -2.924 0.563  -0.1146
C24 -2.656 -3.038 1.762  -0.1166
C25 -1.533 -2.238 1.621  -0.3851
C26 -0.494 -2.099 2.701  -0.0630
N4 -1.528 -1.630 0.387  0.0309
H14 -3.853 -2.390 -1.980  0.0658
H15 -2.267 -1.665 -2.322  0.0488
H16 -3.573 -0.678 -1.655  0.0559
H17 -4.320 -3.403 0.308  0.0665
H18 -2.895 -3.643 2.628  0.0732
H19 -0.948 -1.716 3.621  0.0624
H20 0.312 -1.444 2.393  0.0465
H21 -0.054 -3.073 2.936  0.0716
N5 0.031 1.152 0.498  -0.0432
C27 0.692 2.272 0.580  -0.1381
N6 0.260 3.427 1.173  -0.1233
C28 1.169 4.551 1.112  -0.2189
C29 1.765 4.839 2.494  -0.1812
C30 0.663 4.772 3.571  -0.2027
C31 -0.725 4.873 2.941  -0.1988
C32 -0.946 3.700 1.980  -0.1533
H22 0.639 5.441 0.741  0.1067
H23 1.953 4.306 0.401  0.0983
H24 2.252 5.821 2.491  0.0937
H25 2.526 4.083 2.696  0.1021
H26 0.804 5.561 4.315  0.0919
H27 0.725 3.816 4.098  0.1081
H28 -0.836 5.833 2.427  0.0977
H29 -1.489 4.838 3.722  0.1028
H30 -1.812 3.893 1.331  0.1191
H31 -1.174 2.816 2.561  0.0869
C33 0.432 -3.927 0.071  -0.0494
C34 1.536 -2.950 0.375  -0.3662
C35 2.807 -3.376 0.714  -0.1179
C36 3.509 -2.234 1.142  -0.1271
C37 2.629 -1.166 1.038  -0.3834
C38 2.967 0.179 1.607  -0.0755
N7 1.417 -1.581 0.521  0.0250
H32 0.087 -4.399 0.997  0.0684
H33 0.812 -4.718 -0.581  0.0700
H34 -0.428 -3.464 -0.400  0.0529
H35 3.157 -4.400 0.682  0.0736
H36 4.526 -2.179 1.513  0.0630
H37 4.042 0.197 1.819  0.0577
H38 2.440 0.351 2.556  0.0609
H39 2.714 1.009 0.958  0.0138

## Properties
Net charge: -2
ΔE to the lowest compared entry with this formula, charge and spin: 31.55 kcal per mole
Orbital gap: 5.2 eV

Number 1: energy -4896.2293 Ha. Number 2: energy -3393.3937 Ha.